(1)
Formula: F7Xe
Source: the OMol25 dataset
Level of theory: ωB97M-V/def2-TZVPD

Computed properties:
**Energy relative to the best compared isomer or geometry (same formula, charge and spin)**: 14.0 kJ/mol
**Net charge**: -1

Last column: Mulliken charge in e.
Element x y z (Å)
Xe -0.02 0.10 -0.13  1.535
F -0.09 0.13 1.75  -0.231
F 1.81 0.12 -0.96  -0.429
F -1.59 1.35 0.07  -0.464
F -0.30 -0.95 -1.84  -0.464
F -1.49 -1.06 0.27  -0.286
F 0.86 1.81 0.44  -0.430
F 0.82 -1.50 0.40  -0.231

---

(2)
Formula: C32H42O5
Source: the OMol25 dataset
Level of theory: ωB97M-V/def2-TZVPD

Computed properties:
**Energy relative to the best compared isomer or geometry (same formula, charge and spin)**: 0.0 kJ/mol

Last column: Mulliken charge in e.
Element x y z (Å)
C 5.25 -0.58 3.08  -1.254
C 4.36 0.54 2.58  -0.089
O 3.01 0.00 2.53  -0.180
C 1.93 0.81 2.39  -0.196
C 0.68 0.03 2.58  1.783
C -0.55 0.78 2.87  0.070
O -1.35 0.32 3.71  -0.651
C -0.97 2.10 2.23  -1.310
C -2.11 1.94 1.22  0.700
C -3.39 1.24 1.72  -1.446
C -3.59 -0.19 1.18  -0.217
C -3.88 -1.25 2.26  -0.687
C -3.35 -2.65 1.92  -1.254
C -1.82 -2.78 1.90  0.234
C -1.15 -2.77 3.27  -0.660
C 0.37 -2.57 3.16  -0.953
C 0.88 -1.17 3.50  -1.174
O 2.05 1.99 2.09  -0.692
H 6.25 -0.47 2.66  0.391
H 5.33 -0.54 4.17  0.333
H 4.86 -1.57 2.80  0.273
H 4.38 1.40 3.26  0.361
H 4.63 0.86 1.57  0.135
H -1.34 2.73 3.05  0.534
H -0.10 2.60 1.80  0.442
H -2.39 2.94 0.86  0.392
H -1.70 1.42 0.35  -0.717
H -3.40 1.25 2.81  0.559
H -4.24 1.83 1.37  0.501
H -4.46 -0.19 0.50  0.550
H -2.73 -0.49 0.56  -0.017
H -3.47 -0.92 3.23  0.304
H -4.98 -1.31 2.39  0.434
H -3.77 -3.36 2.65  0.384
H -3.72 -2.94 0.93  0.356
H -1.56 -3.73 1.41  0.408
H -1.38 -1.98 1.28  -0.415
H -1.58 -2.00 3.92  0.234
H -1.33 -3.75 3.76  0.531
H 0.83 -3.26 3.88  0.486
H 0.75 -2.86 2.17  0.241
H 1.97 -1.27 3.62  0.370
H 0.45 -0.90 4.48  0.510
C 5.67 -2.80 -3.12  -0.851
O 5.57 -1.57 -2.39  -0.433
C 4.37 -1.23 -1.85  0.825
C 4.35 -0.02 -1.13  -0.756
C 3.20 0.38 -0.49  -0.535
C 2.02 -0.39 -0.56  -0.041
C 0.77 0.23 -0.22  0.566
C -0.16 0.38 -1.28  -0.503
C -0.60 1.67 -1.56  0.127
C -1.50 2.03 -2.60  0.494
C -2.06 3.33 -2.62  -0.373
C -2.94 3.71 -3.60  -0.813
C -3.18 2.85 -4.69  0.923
O -3.98 3.32 -5.69  -0.435
C -4.13 2.51 -6.87  -0.828
C -2.59 1.55 -4.72  -0.403
C -1.84 1.13 -3.64  -0.935
C 2.05 -1.62 -1.28  -0.592
C 3.19 -2.02 -1.95  -0.714
H 6.71 -2.84 -3.46  0.249
H 5.46 -3.65 -2.46  0.350
H 4.98 -2.81 -3.97  0.336
H 5.26 0.57 -1.08  0.435
H 3.15 1.36 -0.01  0.743
H 0.76 1.05 0.49  -0.265
H -0.37 -0.45 -1.95  0.204
H -0.18 2.49 -0.95  0.330
H -1.78 4.02 -1.82  0.343
H -3.42 4.68 -3.58  0.423
H -4.80 3.09 -7.50  0.247
H -3.17 2.36 -7.37  0.352
H -4.59 1.54 -6.63  0.335
H -2.73 0.92 -5.60  0.357
H -1.48 0.10 -3.61  0.320
H 1.15 -2.23 -1.32  0.522
H 3.18 -2.94 -2.55  0.390

---

(3)
Formula: C2H8NO2
Source: the OMol25 dataset
Level of theory: ωB97M-V/def2-TZVPD

Computed properties:
**Energy relative to the best compared isomer or geometry (same formula, charge and spin)**: 109.1 kJ/mol
**Net charge**: -1

Last column: Mulliken charge in e.
Element x y z (Å)
C 0.77 0.41 -0.19  -0.416
O -0.01 -0.59 0.20  -0.637
C 0.05 1.76 -0.52  -0.356
N -1.03 1.89 0.39  -0.715
H 1.63 0.57 0.55  0.205
H 1.42 -0.02 -1.00  0.342
H 0.84 2.55 -0.45  0.222
H -0.28 1.73 -1.62  0.205
H -1.08 0.89 0.81  0.299
H -0.64 2.38 1.28  0.269
H -0.70 -3.19 0.46  0.173
H 0.05 -1.74 0.06  0.378
O 0.14 -3.09 -0.02  -0.968

---

(4)
Formula: C4H8NO3
Source: the OMol25 dataset
Level of theory: ωB97M-V/def2-TZVPD

Computed properties:
**Energy relative to the best compared isomer or geometry (same formula, charge and spin)**: 203.3 kJ/mol
**Net charge**: -1

Last column: Mulliken charge in e.
Element x y z (Å)
C 0.61 1.43 0.61  -0.409
C -0.72 2.07 0.24  0.478
O -0.89 3.04 0.85  -0.466
N -1.75 1.25 -0.43  -0.786
H 1.38 1.58 -0.07  0.275
H 0.46 0.32 0.54  -0.277
H -1.41 0.59 -1.17  0.388
H -2.11 0.45 0.20  0.314
H 0.92 1.82 1.59  0.367
C 1.04 -1.89 0.02  -1.184
C -0.16 -1.71 -0.98  0.709
O -0.08 -0.84 -1.84  -0.741
O -1.12 -2.33 -0.57  -0.679
H 0.56 -1.71 0.96  0.341
H 1.89 -1.19 -0.06  0.300
H 1.37 -2.89 0.11  0.368

---

(5)
Formula: C6H24ClN12O10
Source: the OMol25 dataset
Level of theory: ωB97M-V/def2-TZVPD

Computed properties:
**Energy relative to the best compared isomer or geometry (same formula, charge and spin)**: 54.1 kJ/mol
**Net charge**: -1

Last column: Mulliken charge in e.
Element x y z (Å)
Cl 0.36 0.27 0.74  1.531
O -0.81 0.13 1.55  -0.638
O 0.03 0.82 -0.57  -0.592
O 1.25 1.22 1.37  -0.705
O 1.04 -0.98 0.52  -0.655
C -1.58 -0.40 -4.13  0.574
O -0.56 -1.05 -4.24  -0.562
N -1.79 0.53 -3.13  -0.338
N -2.55 -0.35 -5.12  -0.435
H -2.25 1.40 -3.28  0.236
H -1.02 0.50 -2.47  0.139
H -3.39 0.17 -4.97  0.168
H -2.34 -0.84 -5.96  0.234
C -0.85 4.44 -0.42  0.462
O -1.17 5.60 -0.68  -0.715
N -1.05 3.43 -1.30  -0.230
N -0.29 4.10 0.77  -0.249
H -1.22 3.66 -2.26  0.144
H -0.92 2.47 -1.01  0.250
H -0.17 4.91 1.34  0.166
H 0.06 3.22 1.11  0.219
C 0.81 -2.18 4.42  0.737
O 1.09 -1.02 4.71  -0.693
N 0.17 -3.04 5.28  -0.412
N 1.10 -2.71 3.20  -0.312
H -0.08 -3.93 4.88  0.147
H -0.13 -2.76 6.19  0.224
H 1.38 -2.05 2.49  0.165
H 0.83 -3.65 3.00  0.153
C -0.65 -3.66 -2.20  0.637
O -1.60 -3.72 -1.43  -0.675
N -0.60 -4.43 -3.32  -0.407
N 0.39 -2.81 -2.02  -0.309
H -1.39 -4.97 -3.62  0.208
H 0.16 -4.44 -3.97  0.163
H 1.09 -2.67 -2.74  0.229
H 0.29 -2.03 -1.39  0.144
C -1.10 2.13 5.02  0.514
O -1.72 3.02 5.59  -0.707
N -0.13 2.37 4.09  -0.262
N -1.34 0.81 5.27  -0.301
H 0.34 1.59 3.65  0.185
H -0.10 3.32 3.77  0.190
H -0.76 0.09 4.87  0.212
H -2.16 0.61 5.81  0.172
C 3.30 0.45 -2.79  0.580
O 4.11 0.66 -3.69  -0.706
N 2.10 1.11 -2.76  -0.184
N 3.48 -0.46 -1.79  -0.355
H 1.55 1.00 -1.92  0.057
H 1.98 1.98 -3.23  0.224
H 4.19 -1.15 -1.92  0.224
H 2.63 -0.71 -1.31  0.159

---

Which formula does entry 3 have? C2H8NO2

---

What is the energy relative to the best compared isomer or geometry (same formula, charge and spin) in the fifth record? 54.1 kJ/mol